This record from OMol25 describes 2 unconnected molecules or ions with the total composition C16H27BrO3P at a distorted geometry. The level of theory is ωB97M-V/def2-TZVPD.

Cartesian coordinates (Å):
H1 -4.07929 3.25254 0.61702
C1 2.50638 3.09912 -1.72198
C2 1.57000 -1.93063 1.29818
H2 -2.85453 2.41959 1.72823
H3 -4.57007 1.90820 1.69400
H4 -0.64503 -6.72217 1.66317
H5 3.05191 0.48786 -4.00997
C3 0.01400 3.23200 0.21575
H6 2.02152 -5.39506 2.41380
H7 0.68062 -5.56746 3.48899
C4 -1.04041 -1.70631 1.18413
C5 -2.21174 -0.90531 0.82919
H8 2.17898 3.95850 -2.38139
C6 -0.75930 1.02261 -0.02388
H9 -2.98343 2.86028 -1.50338
H10 -1.06849 -2.74570 1.61571
C7 3.30386 1.43610 -3.47270
C8 0.26990 -1.12662 0.95123
H11 2.17713 -1.41056 2.07787
H12 -0.42671 4.25869 0.06759
O1 1.54977 -7.36543 2.89913
H13 4.26309 1.33679 -2.89236
H14 0.68874 -6.57212 0.58755
C9 2.10044 1.77020 -2.47283
H15 3.63344 3.10099 -1.65801
H16 -4.47513 1.93219 -1.88982
H17 2.39961 2.30665 0.96297
H18 1.44648 0.57440 0.23385
H19 -4.24513 0.43238 -0.05813
C10 0.39877 0.20662 0.37346
O2 -0.15897 -4.75448 1.16499
C11 -3.41853 1.19476 -0.08960
H20 2.11854 -2.07549 0.32785
H21 -0.19792 2.97640 1.29637
Br1 0.51920 2.02248 -3.66206
H22 3.36238 2.31591 -4.16858
O3 -0.66100 2.29186 -0.61719
C12 0.18044 -6.02662 1.40890
C13 -3.41301 1.83045 -1.54615
P1 1.87327 3.24754 0.03919
C14 1.19961 -6.10482 2.66388
H23 2.31926 4.53906 0.50346
H24 1.99757 0.87348 -1.81940
C15 -3.72734 2.27327 1.04147
H25 -3.20464 -1.37998 1.01510
H26 -2.84096 1.15602 -2.23131
C16 -2.07753 0.43187 0.23541
H27 1.23425 -2.96009 1.62032

Force components x, y, z for each atom (eV/Å):
0.51 -0.82 0.31
-0.12 -0.25 -0.73
-1.35 -0.17 -0.68
-0.66 0.03 -0.75
0.83 0.30 -0.57
-0.19 0.22 0.42
0.41 0.90 0.32
-0.65 -0.06 0.99
0.23 -0.11 -0.45
-0.45 -0.20 0.09
0.24 1.93 -0.74
2.46 0.24 -0.21
0.33 -0.51 0.86
-0.44 -3.52 1.58
-0.10 -0.94 -0.25
-0.15 0.90 -0.65
-0.87 0.48 0.52
-0.68 0.89 -0.16
-0.36 -0.41 -0.69
0.64 -0.94 -0.28
0.17 0.36 0.24
-0.92 -0.02 -0.59
0.40 0.29 -0.07
1.87 -0.21 -0.78
-1.13 0.18 0.16
0.89 -0.14 0.14
-0.07 0.54 -0.07
-1.06 -0.30 0.02
0.91 0.64 -0.04
-1.44 -0.29 0.05
-0.22 0.31 -0.21
0.57 0.12 -0.01
-0.14 0.20 1.04
0.44 0.24 -0.96
0.54 -0.17 0.88
0.22 -1.04 0.41
0.49 -0.02 0.78
-0.29 0.48 -0.28
-0.39 -0.17 0.84
-0.63 -0.19 -0.19
0.35 -0.81 0.37
0.12 -0.48 -0.40
-0.58 0.93 -0.41
-0.55 -0.33 0.10
0.80 0.80 -0.33
-0.50 0.79 0.42
0.05 -0.52 0.15
0.46 0.84 -0.18

Output
Strongest force on any atom: 0.075 Eh/bohr
Frontier orbital gap: 1.5 eV
DFT total energy: -102494.199 eV
LUMO: 0.94 eV
Charge: -1